Entry from the OMol25 dataset: a molecular structure, C43H44FI2InN5O11 in a non-equilibrium geometry (ωB97M-V with the def2-TZVPD basis set).

XYZ file:
```
107
Properties=species:S:1:pos:R:3
C 6.079 1.747 1.695
H 3.227 2.745 -1.049
H 3.598 -2.312 -0.815
C 4.940 1.654 -0.439
C -0.572 0.039 0.113
C 1.715 -7.604 -1.934
H -0.447 -3.256 6.232
H -0.756 0.828 2.102
H 4.118 2.004 -2.344
H 1.554 -8.673 -1.993
C 0.976 -5.421 -1.238
C 4.942 1.879 0.929
O 3.718 -4.561 2.659
C 2.927 6.916 4.389
O 2.930 4.203 4.390
H 2.169 -2.321 0.180
H -0.327 0.913 -1.811
H 2.990 -1.108 -3.455
H -10.034 4.349 -6.942
N -6.445 1.615 -6.029
H 4.278 -3.780 4.879
H 8.159 1.289 1.648
C 2.219 -3.943 4.291
H -11.537 3.017 -5.502
O 2.211 -0.549 -3.347
H 0.908 0.566 1.644
H 3.595 -7.681 -2.953
H 3.790 6.425 4.815
C -5.564 0.537 -1.773
H 1.365 -2.770 7.841
C 3.742 1.817 -1.333
C 2.862 -7.048 -2.474
C 0.893 -3.795 4.651
C -4.416 -1.577 -1.677
I -0.844 -2.005 -0.545
H 8.220 0.869 -0.762
C 7.242 1.383 1.067
H -10.678 1.019 -4.328
C -4.386 -0.198 -1.831
In 2.317 0.091 -1.352
C -10.019 1.604 -4.957
C 2.123 -4.856 -1.775
C 6.141 1.278 -1.027
O -9.074 -1.475 -1.122
H 3.626 3.422 1.611
C 0.771 -6.790 -1.320
C 0.587 -3.371 5.935
C 3.049 -5.679 -2.391
C 2.849 8.300 4.383
C 3.666 2.321 1.614
C 3.245 -3.667 5.175
F 3.116 -0.739 2.078
H 4.764 -0.842 0.813
H 1.677 10.012 3.840
H 0.100 -4.007 3.949
C -10.501 2.726 -5.618
N 2.545 -4.413 2.937
H -7.687 0.469 -1.513
H -3.441 0.305 -1.995
C 1.889 6.182 3.845
C -7.861 1.996 -5.899
H 4.160 -2.336 1.496
H -7.670 3.698 -7.195
H 2.778 1.988 1.079
H -0.129 -7.226 -0.905
O 4.411 -3.890 -2.884
H 3.726 -3.023 7.159
H -0.155 8.673 2.863
C 1.606 -3.097 6.837
O -5.730 2.322 -6.711
C 2.933 -3.241 6.456
H -3.496 -2.143 -1.725
C 0.245 0.874 -0.879
I 0.209 2.918 -0.120
H 3.646 2.023 2.664
O 5.036 -5.840 -3.547
H 3.653 8.887 4.807
N -8.065 -2.157 -1.149
C 0.708 8.180 3.289
C 0.781 6.796 3.290
C 7.283 1.138 -0.285
H 2.278 -3.788 -1.710
H -1.586 0.456 0.125
H 0.239 -4.791 -0.759
H -5.539 1.611 -1.894
C -8.327 3.112 -6.569
H -0.021 6.211 2.862
H 6.176 1.114 -2.101
O -8.047 -3.361 -0.981
C -0.090 0.130 1.583
O 1.621 -4.625 2.179
C -6.786 -1.479 -1.398
H -8.317 0.358 -4.583
H -5.642 -3.299 -1.337
C -5.622 -2.226 -1.459
N 4.258 -5.088 -2.984
O -6.083 0.619 -5.439
H 6.059 1.941 2.762
C -8.691 1.232 -5.098
O 1.037 4.104 3.364
C 1.739 8.931 3.838
C 3.841 -1.376 1.060
H -0.180 -0.820 2.111
N 1.958 4.712 3.867
C -6.772 -0.104 -1.557
C 2.986 -1.672 -0.162
C -9.657 3.477 -6.426
```

Values from the calculation:
- Energy above the lowest of the compared OMol25 structures with the same formula, charge and spin: 0.0 kJ/mol
- Largest force on an atom: 0.036 Eh/bohr
- Frontier orbital gap: 5.4 eV
- Charge: -1
- 2S+1: 1
- Energy: -99358.14940 eV

Entry from the OMol25 dataset: a molecular structure, C43H44IMnN7O3S3 in a non-equilibrium geometry (ωB97M-V with the def2-TZVPD basis set).

XYZ file:
```
102
Properties=species:S:1:pos:R:3
H -2.678 3.305 1.517
N -0.654 2.499 3.825
H -4.588 -1.600 1.209
N 0.999 -0.146 1.402
C 1.380 1.567 -7.434
O -1.715 5.429 1.128
H -2.258 4.654 4.791
H -4.148 0.029 -0.390
C 3.271 1.364 0.468
N -2.574 -1.788 1.542
H -0.303 -2.582 -5.296
H 0.556 0.937 6.572
C 0.157 6.353 3.128
N 1.390 -1.482 -3.462
C 1.852 3.314 0.680
C 0.160 -3.255 -4.563
H 2.791 5.218 0.398
C -1.816 -3.819 2.562
C 0.084 -5.843 -1.847
C -0.895 5.468 3.345
C -1.401 5.296 4.633
H -1.953 1.057 6.617
H 1.494 -8.888 -2.291
H 0.261 -4.245 -5.008
H 2.359 0.258 -2.913
H 0.172 -8.754 -4.373
I -3.090 1.411 -2.375
H 0.876 1.138 4.192
C 1.527 -2.724 -4.187
C 2.919 4.144 0.407
H -0.767 0.546 4.481
H -3.327 -5.275 3.006
H 3.348 -0.893 -3.824
C 2.560 0.848 -7.329
C 0.864 -6.958 -1.590
C -4.133 -3.506 2.092
H 0.864 3.723 0.845
H -5.160 -3.839 2.100
H -1.873 2.788 6.287
H 1.127 2.060 -8.364
H -0.057 3.308 3.733
C 0.807 1.091 0.911
H -2.087 -4.654 -4.193
C 0.891 -8.013 -2.495
C -1.737 2.443 3.049
C -1.548 4.831 2.164
H 2.051 -3.469 -3.573
C 0.250 6.819 5.482
C -3.813 -2.259 1.583
H -1.217 5.828 6.697
C 4.160 3.580 0.123
C -0.681 -5.769 -3.009
O 3.520 0.049 0.501
C 0.022 1.753 6.080
S 0.229 0.097 -1.648
H 0.627 -2.474 2.369
C 2.880 0.211 -6.137
C 0.342 -1.317 -2.594
H 2.699 -0.402 0.801
H -3.698 1.637 0.184
H 0.630 2.656 6.189
H 1.453 -7.010 -0.683
C -0.102 1.397 4.601
H 0.052 -5.017 -1.144
C -1.511 -4.534 -3.270
C 0.736 7.016 4.196
H 3.232 0.780 -8.175
C -0.250 -1.979 1.965
C 0.530 1.660 -6.339
C -0.634 -6.819 -3.917
C 0.854 1.031 -5.148
H 3.804 -0.352 -6.059
H 5.284 1.755 -0.091
C -0.824 5.966 5.698
H 0.192 1.114 -4.294
H 0.698 7.343 6.316
C 2.003 1.929 0.723
H -0.986 -4.406 2.933
C 0.145 -7.940 -3.660
C -3.111 -4.299 2.592
N -2.072 3.540 2.290
C 2.031 0.293 -5.040
C -1.572 -2.561 2.021
N -0.665 -3.358 -3.381
H -0.389 2.228 -6.410
H 2.112 -2.544 -5.090
Mn -1.656 -0.117 0.395
C 4.330 2.211 0.138
C -0.636 -2.341 -2.464
H -1.231 2.150 7.806
S -2.791 1.129 3.003
H -2.204 -4.366 -2.450
N -0.163 -0.817 1.420
H -1.219 -6.763 -4.829
C -3.335 0.754 -0.331
O -0.349 1.555 0.656
S -1.789 -2.327 -1.189
H 0.508 6.513 2.116
C 2.358 -0.435 -3.753
C -1.340 1.951 6.740
H 1.559 7.698 4.029
H 5.000 4.219 -0.116
```

Values from the calculation:
- Energy above the lowest of the compared OMol25 structures with the same formula, charge and spin: 116.6 kJ/mol
- Largest force on an atom: 0.036 Eh/bohr
- Frontier orbital gap (alpha / beta): 4.7 / 6.2 eV
- Charge: 0
- 2S+1: 6
- Energy: -133806.37081 eV

Entry from the OMol25 dataset: a molecular structure, C43H45BIrN8SSi in a non-equilibrium geometry (ωB97M-V with the def2-TZVPD basis set).

XYZ file:
```
100
Properties=species:S:1:pos:R:3
H -3.564 -2.118 2.162
H 3.211 0.655 -1.280
C 3.982 -2.215 -3.732
H -3.984 2.700 0.310
C 2.557 -5.006 1.495
N 2.235 0.797 1.537
H 3.014 5.455 0.455
H -2.324 -5.000 -1.262
H 1.329 5.961 0.347
H 3.576 -1.675 0.886
H 4.682 0.642 3.712
C 1.239 2.304 -1.827
C 0.863 1.329 -2.883
C -3.138 -1.737 1.244
N 1.440 3.145 0.187
C -7.442 0.526 -1.028
H 3.367 4.135 3.578
N 2.124 1.973 2.253
C -3.194 -1.387 -1.117
C 4.041 -1.079 1.644
N -7.694 0.399 -2.328
C -6.740 -0.413 -0.285
Ir 0.470 0.441 0.428
C 1.724 -2.832 0.813
H -3.899 1.107 1.046
H 1.654 4.172 2.184
C 3.825 0.904 3.115
H 1.074 -1.577 2.441
N -1.369 -0.561 0.170
H 5.439 -0.889 -4.581
H 4.199 -3.023 -4.418
H -6.207 -2.578 -2.824
H -3.247 3.732 2.850
C -1.983 -0.745 -1.010
C -6.267 -1.542 -0.936
C 1.655 3.629 -1.955
C -1.947 -1.042 1.279
H 1.365 0.372 -2.745
C 2.271 -4.081 0.503
B 1.275 3.135 1.736
C 2.145 5.491 -0.202
H 4.922 0.954 -3.011
C -2.334 3.317 2.460
C -1.759 -4.197 -1.718
H 0.303 -1.396 -3.372
H 4.077 3.045 4.771
C -0.570 4.612 3.865
S -5.334 -2.774 -0.041
C 3.310 0.154 2.060
C 2.693 -1.351 -1.860
C 2.997 -2.373 -2.766
H 1.837 4.160 -2.874
H -2.929 1.489 -0.386
N 1.142 2.030 -0.527
C 1.737 -3.477 3.154
N -0.210 2.932 2.061
C -0.754 -3.560 -1.001
H -6.572 -0.267 0.774
H -1.479 -0.351 -1.879
H 4.197 -1.711 2.519
C -0.002 -2.525 -1.564
C -2.203 2.397 1.413
H 2.335 3.327 4.752
C -0.282 -2.170 -2.890
H -1.443 -0.845 2.217
C 3.070 2.045 3.200
H 1.529 -3.233 4.189
C -3.789 -1.904 0.028
H -0.552 -3.879 0.015
H 2.484 -4.339 -0.529
C 1.465 -2.551 2.154
C 4.387 0.015 -2.942
H -3.653 -1.499 -2.089
H 2.387 6.116 -1.059
C -6.536 -1.699 -2.287
N -0.906 2.150 1.199
C -7.254 -0.699 -2.933
H 5.018 -0.779 1.261
C 1.764 4.128 -0.668
H 0.086 5.367 3.434
H 1.126 1.721 -3.863
C 2.287 -4.705 2.825
Si 1.335 -1.621 -0.570
H -7.480 -0.791 -3.989
H 2.987 -5.963 1.232
C 4.676 -1.017 -3.824
H 2.508 -5.427 3.600
H -1.420 5.115 4.321
H 2.445 -3.305 -2.736
H -1.480 -2.509 -4.638
C 3.412 -0.157 -1.972
H -0.018 4.101 4.655
C -1.287 -2.797 -3.612
H -0.216 1.159 -2.870
C 3.217 3.205 4.124
H -7.824 1.420 -0.549
C -1.048 3.650 2.832
H -2.812 -4.310 -3.584
C -2.033 -3.811 -3.022
C -3.308 1.880 0.552
```

Values from the calculation:
- Energy above the lowest of the compared OMol25 structures with the same formula, charge and spin: 171.0 kJ/mol
- Largest force on an atom: 0.022 Eh/bohr
- Frontier orbital gap: 7.6 eV
- Charge: +1
- 2S+1: 1
- Energy: -79468.51518 eV

Entry from the OMol25 dataset: 6 unconnected molecules or ions with the total composition C43H45N3O2PS2 in a non-equilibrium geometry (ωB97M-V with the def2-TZVPD basis set).

XYZ file:
```
96
Properties=species:S:1:pos:R:3
P 2.415 0.411 3.042
H 3.087 4.158 11.452
C -4.453 -5.251 0.058
C 2.314 -0.095 -1.464
H -2.023 4.164 -6.072
N 0.851 1.222 2.681
H 1.602 3.674 -6.712
H -1.527 3.177 4.043
C -3.507 -3.236 0.968
N 1.294 -2.027 -0.382
C -0.385 -9.673 -2.971
C -1.604 1.380 -0.229
C 2.162 3.540 8.256
H -4.798 0.879 -0.325
H 1.321 -6.886 -2.083
C 4.186 0.860 -7.267
H -1.727 -2.520 0.001
C 3.415 3.542 7.656
H 2.571 -2.126 -1.981
C -1.436 -8.589 -1.100
C 3.123 2.888 -8.004
H 0.194 3.601 -2.454
H 1.862 1.863 -0.618
C -0.826 3.782 -4.333
H -2.013 2.341 -0.567
C -1.403 -9.620 -2.028
C -0.456 -7.605 -1.119
C -2.737 0.328 0.035
S 3.676 1.452 4.043
S -4.748 0.184 1.957
H -2.549 2.877 1.916
C 2.451 1.861 -5.938
C -2.453 -4.324 -0.902
O 0.734 2.119 4.817
C -0.627 4.065 -2.990
C 2.324 2.882 -6.869
H -5.277 -4.182 1.726
C 0.717 -1.194 0.481
O 1.604 4.059 5.256
C 0.211 1.970 3.591
C 0.934 0.170 0.404
C 1.715 0.787 -0.569
C -2.719 5.264 -4.366
C -4.486 -4.220 0.987
H 3.015 0.006 1.833
H -2.227 -8.551 -0.360
H 3.510 3.364 6.592
N 0.584 3.559 5.256
H -0.357 -10.480 -3.692
C -0.998 2.578 3.311
H -3.535 -2.430 1.692
C -2.491 -3.288 0.021
H 3.484 0.056 -5.406
C 4.431 3.995 9.787
H -2.170 -10.385 -2.016
H -2.365 -0.281 0.873
C -2.526 5.541 -3.019
H 1.391 -8.735 -3.722
H -6.083 0.412 1.952
H -1.657 -4.368 -1.636
H -3.192 6.223 -2.506
C -3.435 -5.305 -0.885
H -3.407 -6.112 -1.607
H 4.675 1.880 -9.089
C 2.044 3.766 9.620
H -3.925 2.076 0.642
H -5.220 -6.015 0.070
H -1.327 5.161 -1.280
C -1.480 4.943 -2.331
H -0.483 -6.799 -0.396
C -4.059 1.004 0.474
H 1.275 3.362 7.664
H 2.066 -0.782 3.719
C 4.053 1.876 -8.203
C -0.927 1.607 1.123
H 1.067 3.767 10.087
H 0.078 -1.611 1.262
H -2.916 -0.320 -0.826
H 4.914 0.074 -7.421
C 4.549 3.774 8.422
C 0.275 1.041 1.446
H -0.165 3.093 -4.844
H -3.532 5.734 -4.904
C 0.559 -7.655 -2.065
C 3.383 0.851 -6.135
H 1.823 1.853 -5.054
H 5.526 3.781 7.956
H 2.954 0.274 -2.261
C 2.065 -1.450 -1.285
H 5.316 4.171 10.385
H -0.908 1.028 -0.991
C -1.584 2.407 2.077
C 0.596 -8.692 -2.988
H 3.022 3.681 -8.733
C -1.870 4.383 -5.023
C 3.179 3.988 10.386
```

Values from the calculation:
- Largest force on an atom: 0.052 Eh/bohr
- Frontier orbital gap: 6.3 eV
- Charge: +1
- 2S+1: 1
- Energy: -84835.10241 eV